1.
# C5H8O2

A single C5H8O2 molecule in a non-equilibrium geometry (wB97M-V/def2-TZVPD, OMol25).

- SMILES = CC(=O)[C@@H]1C[C@H]1O
- ΔE to the lowest compared entry with this formula, charge and spin (eV) = 1.477
- spin multiplicity = 1
- maximum force (eV Å⁻¹) = 2.149
- orbital gap (eV) = 10.2

Element x y z (Å)
C: -0.825629 1.044642 -0.262069
C: 1.626272 -0.223145 1.101673
C: 1.408137 -0.005301 -0.377567
C: -1.198702 -0.442152 -0.112660
C: 0.012377 -0.059689 -0.899132
O: -2.248447 -0.990665 -0.824656
O: 2.339585 0.016589 -1.155780
H: -3.088038 -0.661863 -0.482666
H: -1.054197 -0.877485 0.873733
H: -0.563179 1.545185 0.656263
H: -1.415065 1.642281 -0.941467
H: -0.056153 -0.130073 -1.977378
H: 2.673182 -0.053120 1.340966
H: 1.017644 0.445772 1.704998
H: 1.372214 -1.250976 1.355741

Cartesian forces (eV/Å) of the 6 atoms listed first:
-1.50 -0.98 -0.16
0.22 0.57 0.05
0.33 -2.07 -0.47
0.52 1.10 0.41
0.42 1.06 0.39
-0.27 -0.16 -0.46

Results of the Mulliken charge analysis, in e, for atoms 1 through 8: -0.81, -1.18, 0.50, 0.11, -0.10, -0.52, -0.58, 0.33

---

2.
# C4H11NO2Si

2 unconnected molecules or ions with the total composition C4H11NO2Si in a non-equilibrium geometry (wB97M-V/def2-TZVPD, OMol25).

- SMILES = C/N=[Si](\C)OC.C=O
- ΔE to the lowest compared entry with this formula, charge and spin (eV) = 0.994
- spin multiplicity = 1
- maximum force (eV Å⁻¹) = 1.988
- orbital gap (eV) = 9.0

Element x y z (Å)
C: -1.339615 2.810058 0.622016
C: -1.396446 -1.437496 -1.422803
C: 3.099043 -1.029093 -1.619996
C: 0.314461 -0.556238 2.191285
N: -1.317787 1.451708 0.146440
O: -0.831822 -1.273481 -0.162835
O: 2.076565 -0.418009 -1.575702
Si: -0.659864 0.082894 0.695754
H: -0.829202 2.971113 1.574943
H: -2.380685 3.125212 0.733569
H: -2.479805 -1.553007 -1.334602
H: -0.973829 -2.340095 -1.870219
H: -1.189055 -0.581327 -2.066359
H: 3.950788 -0.722211 -2.251459
H: -0.873212 3.455360 -0.127629
H: 3.272767 -1.949036 -1.035844
H: 1.369113 -0.302844 2.101893
H: -0.048692 -0.097152 3.106715
H: 0.237276 -1.636356 2.294832

Cartesian forces (eV/Å) of the 6 atoms listed first:
-0.10 -0.14 -0.21
-0.42 -0.03 -0.85
0.59 -0.35 -0.05
-0.28 0.57 -0.18
0.87 -1.59 0.82
0.35 -0.16 0.74

Results of the Mulliken charge analysis, in e, for atoms 1 through 8: -0.71, -0.63, -0.12, -1.00, -0.40, -0.23, -0.35, 0.46

---

3.
# C7H12N2O

A single C7H12N2O molecule in a non-equilibrium geometry (wB97M-V/def2-TZVPD, OMol25).

- SMILES = CCO[C@H](C)n1ccnc1
- ΔE to the lowest compared entry with this formula, charge and spin (eV) = 2.097
- spin multiplicity = 1
- maximum force (eV Å⁻¹) = 4.034
- orbital gap (eV) = 9.7

Element x y z (Å)
C: -3.125854 -0.518067 0.294308
C: -1.882933 0.074448 0.497243
C: -1.926084 -0.826238 -1.500701
C: 2.746790 -0.488652 1.617425
C: 0.332585 1.736966 -1.329073
C: 1.359754 -0.778801 1.126935
C: 0.219997 0.284584 -0.842643
N: -3.118594 -1.082814 -0.980932
N: -1.176340 -0.076420 -0.658357
O: 0.958691 0.393898 0.450140
H: -3.990162 -0.577289 0.867833
H: -1.706433 0.655002 1.475735
H: -1.640401 -1.063115 -2.549304
H: 3.433303 -0.635274 0.742207
H: 2.632495 0.464940 2.047134
H: 3.019618 -1.202326 2.325169
H: -0.612756 2.243716 -1.480584
H: 0.869892 2.502982 -0.631872
H: 0.948496 1.909376 -2.262383
H: 0.785751 -1.029174 2.042185
H: 1.301902 -1.560925 0.410169
H: 0.570284 -0.426816 -1.660634

Cartesian forces (eV/Å) of the 6 atoms listed first:
2.95 -0.13 -2.75
-2.49 0.93 2.66
-1.47 -0.22 -0.48
0.06 -1.08 -2.65
1.81 2.59 -0.42
-0.18 -0.06 0.60

Results of the Mulliken charge analysis, in e, for atoms 1 through 8: -0.48, -0.20, -0.06, -1.20, -1.31, -0.29, 0.20, -0.65

---

4.
# C33H73N9O12P

8 unconnected molecules or ions with the total composition C33H73N9O12P in a non-equilibrium geometry (wB97M-V/def2-TZVPD, OMol25).

- spin multiplicity = 1
- maximum force (eV Å⁻¹) = 4.197
- orbital gap (eV) = 5.9
- charge = -1

Element x y z (Å)
C: 6.200876 -2.599810 1.685128
C: 6.076940 -1.177187 2.259287
O: 4.718095 -0.942577 2.526579
C: 4.367617 0.423485 2.501709
C: 4.307606 1.005977 1.071637
P: 2.630266 1.497744 0.495905
C: 2.536233 2.540686 -1.050357
C: 2.959473 1.868359 -2.359065
N: 4.363888 1.418645 -2.372277
C: 1.027626 1.115929 1.363076
C: -0.178820 0.819041 0.432565
C: -1.095190 -0.313654 0.935824
C: -0.750189 -1.680906 0.291299
O: -1.901511 -2.305072 -0.278260
O: 2.536816 -0.054887 -0.543147
C: 2.446235 -1.123408 0.094527
N: 2.295533 -2.037064 0.820986
C: 2.698037 3.132887 1.508790
O: 1.946036 4.069860 1.142295
O: 3.478118 3.211326 2.473625
H: 6.746679 -3.269659 2.339101
H: 5.187600 -2.991609 1.611622
H: 6.607184 -2.594480 0.679818
H: 6.506386 -0.486303 1.533883
H: 6.699593 -1.127910 3.157921
H: 5.030042 1.029618 3.113843
H: 3.392759 0.508434 2.970545
H: 4.923529 1.894893 1.038365
H: 4.773549 0.280989 0.411785
H: 1.518312 2.901083 -1.113274
H: 3.243132 3.340437 -0.882260
H: 2.285324 1.097393 -2.708439
H: 2.911726 2.651671 -3.121707
H: 4.404368 0.441238 -2.131776
H: 4.833155 1.978754 -1.672687
H: 1.141155 0.349793 2.124875
H: 0.753089 2.006113 1.905996
H: 0.106859 0.622947 -0.596446
H: -0.790613 1.713867 0.405257
H: -1.159233 -0.368471 2.019222
H: -2.093299 -0.079255 0.569209
H: -0.320866 -2.311707 1.060913
H: -0.075364 -1.508828 -0.531396
H: -2.473590 -2.609802 0.426193
C: 9.182727 2.791842 -0.114277
C: 8.036399 2.142788 -0.854353
O: 7.496271 1.128251 -0.449395
N: 7.613920 2.733501 -2.003335
C: 8.129577 3.931616 -2.635474
H: 9.401361 2.210092 0.775468
H: 10.074401 2.819908 -0.742585
H: 8.914508 3.804844 0.187936
H: 6.841821 2.253188 -2.445025
H: 7.333181 4.674257 -2.709279
H: 8.478639 3.689972 -3.641515
H: 8.952553 4.353348 -2.068866
C: -0.050115 -4.682647 5.361497
C: 0.082903 -4.446315 3.873146
O: -0.734045 -4.892450 3.076062
N: 1.142115 -3.719861 3.452476
C: 2.195245 -3.117581 4.251000
H: -0.940501 -5.275811 5.546829
H: 0.817060 -5.225712 5.739892
H: -0.145842 -3.733589 5.889795
H: 1.183010 -3.588992 2.448443
H: 2.201033 -2.040075 4.088560
H: 3.160821 -3.517143 3.939492
H: 2.051915 -3.316882 5.308346
C: -7.067328 -1.257538 -0.040720
C: -6.156379 -1.633441 1.103585
O: -5.540145 -0.804385 1.744673
N: -6.035540 -2.958228 1.406668
C: -6.680720 -4.086265 0.761615
H: -7.064004 -0.179770 -0.166647
H: -6.712594 -1.716376 -0.964812
H: -8.088648 -1.580149 0.167460
H: -5.412793 -3.138614 2.177993
H: -7.283018 -4.628636 1.493187
H: -5.920847 -4.761445 0.363642
H: -7.321954 -3.760709 -0.049933
C: 6.281008 -7.370455 3.707015
C: 5.859176 -5.921573 3.791863
O: 6.646794 -5.003827 3.646013
N: 4.547661 -5.660516 4.036875
C: 3.462427 -6.602860 4.234907
H: 7.346739 -7.415286 3.506820
H: 6.080070 -7.881199 4.649759
H: 5.751462 -7.874246 2.897418
H: 4.337021 -4.675297 4.076830
H: 2.696699 -6.439609 3.474586
H: 3.019303 -6.445226 5.220321
H: 3.813354 -7.626808 4.167192
C: -4.255291 0.362266 -4.318979
C: -3.347467 -0.020909 -3.172288
O: -2.734332 0.814380 -2.527356
N: -3.229082 -1.340935 -2.871912
C: -3.870811 -2.465131 -3.521680
H: -4.245811 1.441782 -4.428943
H: -3.905486 -0.089722 -5.249213
H: -5.278884 0.044336 -4.115369
H: -2.608980 -1.527075 -2.092726
H: -4.467455 -3.003422 -2.780665
H: -3.094934 -3.130372 -3.906160
H: -4.511535 -2.150961 -4.339063
C: -3.956430 5.221514 -3.806715
C: -5.098518 4.576231 -4.553272
O: -5.640170 3.560938 -4.149858
N: -5.513660 5.167547 -5.707119
C: -4.992601 6.367356 -6.334790
H: -3.741643 4.637907 -2.916898
H: -3.061423 5.247810 -4.428950
H: -4.223038 6.235860 -3.505464
H: -6.277977 4.686831 -6.153690
H: -5.788245 7.110324 -6.415977
H: -4.631530 6.126653 -7.336316
H: -4.176214 6.788190 -5.759087
C: -7.792896 3.728024 -2.091927
C: -9.252250 4.082286 -1.945592
O: -10.088753 3.778679 -2.782226
N: -9.620906 4.767978 -0.826621
C: -8.776725 5.211334 0.267971
H: -7.640943 3.189488 -3.017602
H: -7.185218 4.632123 -2.115696
H: -7.474748 3.092272 -1.264056
H: -10.605324 4.975364 -0.786448
H: -9.124055 4.763231 1.200627
H: -8.835205 6.298044 0.355987
H: -7.743384 4.927086 0.106179

Cartesian forces (eV/Å) of the 6 atoms listed first:
-0.44 0.22 0.20
0.68 -1.07 -0.50
-0.04 0.29 0.18
-0.50 0.38 -0.03
0.25 -0.81 -0.03
0.21 3.81 1.76

Results of the Mulliken charge analysis, in e, for atoms 1 through 8: -1.09, -0.12, -0.15, -0.95, -1.05, 1.58, -1.33, -1.07